1.
The following is a quantum chemistry calculation of a structure of composition C11H10F9NOZn in a non-equilibrium geometry, from the Open Molecules 2025 dataset.

```
33
Properties=species:S:1:pos:R:3:forces:R:3:mulliken_charge:R:1
C -0.55271 1.24660 -2.35780 0.556 0.185 0.837 -0.50
C 0.82362 1.13952 -1.92844 -0.244 -0.122 -1.185 -0.37
C 0.91325 1.53672 -0.58402 -0.558 0.172 0.277 -0.80
C -0.39841 1.91217 -0.13285 0.058 -0.575 -2.095 -0.54
C -1.29278 1.68827 -1.22577 0.419 0.868 -0.189 -0.49
Zn -0.22425 -0.87878 0.62227 -2.514 2.968 -1.811 0.28
N -2.60157 -0.41478 0.03101 1.528 0.358 0.171 -0.74
C 0.13628 -2.39780 -0.42882 -0.551 -1.406 -0.997 -0.24
C 1.53852 -1.94348 -0.35936 2.754 -0.036 -0.673 -0.67
H 1.80171 1.52195 0.04580 -0.102 0.015 -0.213 0.37
H 1.66236 0.79994 -2.58131 -0.652 0.246 0.640 0.40
H -0.67781 2.24316 0.84233 -0.087 0.028 0.367 0.49
H -2.38272 1.82317 -1.18195 0.674 -0.170 -0.025 0.27
H -0.95842 1.01552 -3.35766 0.268 0.025 0.622 0.32
H 2.09477 -1.47199 -1.31796 -1.733 -1.168 2.396 0.16
H -0.41921 -2.77221 0.56265 1.135 -0.387 -2.374 0.02
H -2.89857 -1.25765 0.48635 -0.745 -1.403 0.680 0.08
H 2.31010 -2.19485 0.50729 -1.964 0.294 -1.757 0.17
H -0.46945 -2.21981 -1.42484 1.139 -0.569 2.414 0.28
F 1.47115 -1.93802 3.20541 0.001 0.946 1.037 -0.25
C 1.38981 -0.73385 3.85937 -0.343 -0.040 -1.212 0.77
F 1.27504 -0.96175 5.18645 0.492 -0.162 -0.308 -0.27
F 2.56135 -0.10040 3.61123 -0.752 -0.434 0.578 -0.25
C 0.16598 0.08789 3.26403 0.304 0.112 -1.176 0.56
O 0.34838 0.22468 1.92780 0.569 0.759 3.448 -0.34
C -1.18160 -0.67424 3.54766 -0.488 -0.018 -1.736 0.20
F -1.40310 -0.85842 4.85208 -0.454 -0.229 -0.059 -0.26
F -2.24226 -0.02353 2.97570 1.310 -0.809 1.289 -0.20
F -1.15363 -1.92333 2.92069 -0.040 1.326 1.223 -0.25
C 0.10697 1.54351 3.90970 -0.215 -0.278 -1.356 0.54
F -0.03355 1.50591 5.25871 0.064 0.414 -0.431 -0.27
F 1.22468 2.23987 3.59786 -0.683 -0.421 0.624 -0.25
F -0.93472 2.23140 3.36589 0.852 -0.489 0.994 -0.24
```
Forces are in eV/Å.

Calculated values
HOMO-LUMO gap (alpha / beta), hartree: 0.1609 / 0.1340
HOMO level (alpha / beta), eV: 0.648 / 1.427
LUMO energy (alpha / beta), eV: 5.025 / 5.073
E_tot, eV: -87975.3643
Net charge: -2
M, g/mol: 408.58
2S+1: 1



2.
The following is a quantum chemistry calculation of a cluster of 2 separate species, C16H25N7O6 in total in a non-equilibrium geometry, from the Open Molecules 2025 dataset.

```
54
Properties=species:S:1:pos:R:3:forces:R:3:mulliken_charge:R:1
C -3.52902 -5.56262 2.02920 0.370 -0.278 0.020 -1.27
C -2.13112 -5.21807 1.60282 1.188 1.855 -0.869 0.19
O -1.19455 -6.20088 1.58808 -0.256 -0.042 0.089 -0.59
C -1.65517 -3.99537 1.16618 -1.593 -0.296 0.622 0.43
O -0.32486 -3.96400 0.78161 -0.429 0.472 -0.027 -0.75
C -2.41779 -2.72946 1.02242 1.347 1.873 -1.300 1.09
N -1.76146 -1.77592 0.38437 -0.878 -1.029 0.867 -0.69
C -2.39985 -0.54805 0.12519 -0.745 0.830 -0.261 0.07
C -3.65698 -0.24281 0.60025 -0.357 -0.269 0.231 0.23
N -4.33419 0.91885 0.32331 0.418 -1.238 0.456 -0.56
C -3.73899 1.77678 -0.43702 -0.674 -0.145 0.130 0.22
N -4.44700 2.89785 -0.65970 -0.042 1.159 -0.731 -0.45
N -2.51747 1.61465 -1.00858 -1.891 0.772 0.824 -0.03
C -1.79517 0.50622 -0.68406 2.425 -2.242 0.279 0.16
O -0.64353 0.47109 -1.09714 0.546 -0.109 -0.100 -0.67
N -4.33138 -1.11688 1.40835 0.936 -0.116 -0.424 -0.24
C -3.85362 -2.51462 1.51755 -0.232 -0.003 0.036 -0.51
H -4.24762 -5.31517 1.24493 0.045 -0.018 0.163 0.30
H -3.79000 -5.03966 2.95235 -0.081 -0.091 -0.112 0.30
H -3.60066 -6.63786 2.21894 0.112 0.189 -0.040 0.36
H -0.38881 -5.75016 1.25535 -0.180 -0.513 0.170 0.43
H -0.14457 -3.06947 0.41460 -0.352 -0.353 0.168 0.41
H -5.38837 2.82033 -0.28966 0.263 0.196 -0.286 0.28
H -4.32908 3.33030 -1.56707 -0.210 0.133 0.270 0.23
H -2.00892 2.41498 -1.35272 0.122 -0.138 -0.203 0.32
H -5.32230 -0.91240 1.49643 0.368 -0.275 0.096 0.30
H -4.52256 -3.15030 0.93259 0.003 -0.217 0.085 0.24
H -3.90949 -2.81981 2.56568 -0.079 -0.057 -0.108 0.23
C 4.02509 0.14074 -3.59896 -0.315 0.434 0.212 -0.90
N 3.45771 0.39368 -2.27554 0.301 -1.176 0.224 -0.05
C 2.83801 1.52927 -1.92464 0.488 1.644 -0.506 0.06
O 2.69415 2.45291 -2.71708 -0.286 -0.477 0.328 -0.67
C 2.42102 1.64011 -0.45016 -0.061 -0.222 0.320 -0.21
N 3.54142 1.47268 0.50470 -1.939 -0.404 -0.971 0.09
C 4.76536 2.00809 0.51159 1.743 0.764 0.187 0.66
C 5.28706 2.85742 -0.63197 -0.435 0.030 0.103 -0.95
O 5.49154 1.79669 1.46860 0.226 -0.165 0.381 -0.68
C 1.53111 2.85848 -0.11551 0.009 -0.063 0.800 0.19
C 0.89157 2.72147 1.26933 -0.307 -0.582 -0.465 -1.49
O 2.22210 4.08298 -0.08823 0.308 0.411 -0.850 -0.64
H 4.81579 0.86525 -3.80347 -0.030 -0.040 -0.089 0.28
H 4.43908 -0.86708 -3.64716 -0.107 0.117 0.165 0.36
H 3.24981 0.24993 -4.35973 0.108 -0.002 0.011 0.28
H 3.55952 -0.31947 -1.57102 0.016 0.054 -0.070 0.27
H 1.77330 0.77643 -0.30349 -0.121 -0.142 0.145 0.44
H 3.34744 0.92004 1.32535 0.056 0.027 0.030 0.24
H 4.55667 3.60358 -0.93420 -0.095 -0.041 -0.261 0.39
H 6.19538 3.36215 -0.30671 -0.086 -0.206 0.110 0.32
H 5.52175 2.21744 -1.47902 -0.051 0.001 -0.173 0.16
H 0.73538 2.92330 -0.85820 0.270 0.065 -0.183 0.38
H 1.65358 2.71741 2.04889 0.025 -0.008 0.060 0.42
H 0.21475 3.55985 1.43640 0.096 -0.003 0.019 0.33
H 0.31821 1.79556 1.31959 -0.073 -0.089 0.191 0.30
H 2.83774 4.05352 0.64636 0.117 0.024 0.236 0.41
```
Forces are in eV/Å.

Calculated values
HOMO-LUMO gap, hartree: 0.2813
HOMO level, eV: -7.403
LUMO energy, eV: 0.252
E_tot, eV: -39714.4098
M, g/mol: 411.42
SMILES string: C/C(O)=C(/O)C1=Nc2c(nc(N)[nH]c2=O)NC1.CNC(=O)[C@@H](NC(C)=O)[C@@H](C)O
2S+1: 1



3.
The following is a quantum chemistry calculation of a cluster of 7 separate species, C35H63NO9 in total, from the Open Molecules 2025 dataset.

```
108
Properties=species:S:1:pos:R:3:forces:R:3:mulliken_charge:R:1
C -1.55202 1.35488 -2.51820 -0.651 -0.014 -0.266 0.12
C -2.86837 0.56701 -2.41927 0.433 0.258 0.288 -0.67
O -2.65410 -0.72554 -1.87039 -0.428 -0.143 -0.296 -0.33
C -2.31158 -1.71749 -2.81852 0.130 -0.157 0.370 -0.40
C -3.10089 -2.99430 -2.48941 -0.258 0.284 -0.008 -0.82
C -2.44892 -3.61654 -1.29547 -0.226 -0.298 -0.194 0.58
O -1.52367 -4.38131 -1.38777 0.354 -0.163 0.077 -0.52
O -2.93647 -3.19556 -0.12069 0.143 0.354 0.187 -0.36
C -1.99646 -3.29362 0.97977 -0.144 0.008 -0.191 -1.21
C -0.87792 -2.30584 0.78389 0.151 0.119 0.052 0.69
C 0.37876 -2.70324 0.33554 -0.181 0.413 0.099 0.01
C 1.34937 -1.72756 0.11978 -0.087 -0.240 -0.131 -1.12
N 1.15752 -0.42351 0.31546 -0.148 -0.169 0.106 -0.56
C -0.04413 -0.06048 0.76843 -0.238 -0.011 0.055 -0.92
C -1.08661 -0.94772 1.01289 0.406 -0.168 -0.116 -0.32
H -0.80060 0.77713 -1.98640 0.205 0.168 0.051 -0.21
H -1.68200 2.33692 -2.06836 0.250 -0.022 0.054 -0.05
H -1.25056 1.49089 -3.55486 0.184 -0.110 -0.016 0.26
H -3.54518 1.07687 -1.73420 -0.070 -0.091 0.075 0.39
H -3.37630 0.49069 -3.38386 -0.028 -0.055 -0.071 0.40
H -2.51599 -1.38254 -3.83500 -0.066 0.011 -0.083 0.63
H -1.24485 -1.94468 -2.73703 0.109 0.099 -0.227 0.16
H -3.06143 -3.70332 -3.31223 0.134 -0.030 -0.058 0.37
H -4.13545 -2.71661 -2.29877 -0.039 -0.031 0.083 0.28
H -1.63116 -4.31451 1.04395 0.066 -0.049 0.077 0.35
H -2.57913 -3.03872 1.85918 -0.078 -0.062 0.048 0.47
H 0.58287 -3.74468 0.13651 0.042 -0.045 -0.057 0.66
H 2.32127 -2.03138 -0.25305 0.086 0.076 0.029 0.71
H -0.20062 0.99681 0.94756 0.097 0.064 -0.004 0.90
H -2.03928 -0.57751 1.36393 -0.070 0.003 -0.016 0.45
C 5.81712 -4.36319 2.33310 0.003 0.062 0.029 -0.53
C 4.37316 -4.63314 2.75074 0.030 -0.060 -0.034 -0.60
C 3.60121 -3.81133 1.72770 0.045 0.051 0.044 -0.09
O 4.38812 -3.81237 0.53451 -0.016 -0.005 -0.001 -0.36
C 5.69398 -4.31875 0.81562 -0.028 -0.061 -0.011 -0.49
H 6.52239 -5.11891 2.67558 -0.007 -0.015 -0.003 0.35
H 6.14321 -3.39320 2.71470 0.003 -0.002 -0.007 0.26
H 4.14146 -5.69450 2.63727 -0.006 0.006 -0.001 0.27
H 4.15071 -4.34369 3.77660 0.009 0.018 0.001 0.38
H 3.47159 -2.77605 2.06077 -0.035 -0.019 0.046 0.25
H 2.61830 -4.22584 1.50489 -0.012 0.006 -0.029 0.06
H 5.78442 -5.32059 0.38175 0.034 -0.002 0.014 0.28
H 6.43430 -3.67080 0.34533 -0.023 0.017 -0.023 0.27
C -1.63041 6.42967 0.04651 -0.090 -0.020 0.004 -0.73
C -1.50294 5.41804 1.18427 0.099 0.073 -0.020 0.43
C -1.97607 4.14014 0.51405 -0.088 -0.073 -0.021 -0.07
O -1.62032 4.25247 -0.86844 -0.019 0.110 0.032 -0.31
C -1.22092 5.59238 -1.15929 0.066 -0.021 0.055 -0.57
H -1.00961 7.31616 0.17310 0.019 -0.008 0.004 0.38
H -2.66987 6.75226 -0.05301 0.007 0.005 -0.013 0.30
H -0.45575 5.31834 1.48089 0.000 -0.019 -0.025 -0.09
H -2.08405 5.66825 2.06892 0.009 -0.023 -0.010 0.05
H -3.06473 4.03490 0.58560 0.005 0.005 0.037 0.31
H -1.51112 3.24601 0.93188 0.028 -0.001 -0.034 -0.26
H -0.13508 5.61175 -1.30420 -0.001 0.041 -0.004 0.29
H -1.69863 5.91281 -2.08620 -0.010 -0.037 -0.012 0.33
C -2.36533 8.65888 5.14483 -0.073 0.005 0.006 -0.60
C -2.22043 7.63979 6.27225 0.077 0.000 0.001 -0.56
C -2.70953 6.36510 5.59834 -0.054 0.000 -0.020 -0.43
O -2.36931 6.48677 4.21465 -0.006 0.049 0.092 -0.39
C -1.97047 7.83083 3.93015 0.069 -0.029 0.001 -0.33
H -1.74318 9.54358 5.26979 0.015 -0.005 0.007 0.34
H -3.40528 8.98143 5.06100 0.005 0.000 -0.008 0.28
H -1.17008 7.53960 6.55501 -0.005 -0.006 0.002 0.24
H -2.79106 7.88824 7.16555 -0.015 0.007 -0.006 0.37
H -3.79596 6.26039 5.68523 0.003 0.001 0.036 0.28
H -2.24262 5.46443 5.99959 0.003 -0.020 -0.035 0.23
H -0.88634 7.84988 3.77146 -0.002 0.036 -0.007 0.25
H -2.45895 8.15883 3.01168 -0.004 -0.036 -0.016 0.25
C -0.77032 -7.40770 -3.05686 0.016 -0.033 0.075 -0.03
C 0.52727 -7.61539 -3.83367 -0.012 0.048 -0.048 -0.50
C 0.12738 -8.70835 -4.81648 -0.018 -0.037 0.046 -0.46
O -1.26159 -8.51559 -5.08782 -0.001 0.006 0.009 -0.43
C -1.81136 -7.58361 -4.15230 0.034 0.052 -0.048 -0.36
H -0.83887 -6.44071 -2.56292 -0.002 0.018 -0.006 -0.04
H -0.88282 -8.18830 -2.30032 -0.007 -0.009 -0.014 0.23
H 0.79216 -6.70170 -4.37074 0.005 -0.003 0.001 0.20
H 1.37272 -7.89939 -3.20866 -0.005 -0.011 0.010 0.36
H 0.26644 -9.70384 -4.38007 0.038 0.008 0.004 0.26
H 0.68102 -8.66341 -5.75537 -0.028 -0.010 -0.022 0.29
H -2.00180 -6.63715 -4.67110 -0.014 0.016 0.035 0.21
H -2.76128 -7.97121 -3.78225 -0.006 -0.027 -0.031 0.29
C 1.09422 3.51423 5.13184 -0.016 -0.063 0.047 -0.53
C 2.36187 3.19918 4.34130 -0.001 0.071 -0.027 -0.64
C 1.82287 2.29103 3.24420 -0.006 -0.066 0.008 -0.43
O 0.48208 2.72045 2.99425 -0.089 0.038 -0.014 -0.26
C 0.05762 3.62126 4.02131 0.089 0.033 -0.041 -0.14
H 1.16341 4.42247 5.72959 0.009 0.011 -0.010 0.31
H 0.85164 2.68372 5.79882 -0.004 0.005 -0.001 0.31
H 2.77089 4.11478 3.90801 0.002 -0.007 -0.004 0.27
H 3.14275 2.72441 4.93345 -0.008 -0.011 0.011 0.36
H 1.80202 1.24446 3.56640 0.035 0.000 0.001 0.27
H 2.39291 2.35237 2.31709 -0.037 -0.020 -0.028 0.30
H 0.02074 4.63440 3.60919 -0.044 0.022 0.069 -0.01
H -0.94696 3.34664 4.34603 -0.020 -0.014 -0.055 0.18
C 2.70389 -0.53135 -4.54019 -0.012 -0.080 0.029 -0.56
C 2.23018 -1.16794 -5.84473 0.017 0.061 -0.039 -0.59
C 0.76841 -1.45727 -5.53104 -0.005 -0.044 0.074 -0.43
O 0.34375 -0.44269 -4.61997 0.020 -0.023 -0.005 -0.27
C 1.48091 0.27573 -4.12808 -0.020 0.049 -0.035 -0.25
H 3.59536 0.08411 -4.65055 -0.002 0.009 -0.012 0.40
H 2.91240 -1.30492 -3.79777 -0.001 0.009 0.006 0.19
H 2.30538 -0.44819 -6.66306 -0.006 -0.007 -0.001 0.26
H 2.78524 -2.06190 -6.12536 0.000 -0.010 0.016 0.34
H 0.65252 -2.43485 -5.04861 0.018 -0.020 -0.030 0.19
H 0.12957 -1.43075 -6.41513 -0.028 0.015 0.016 0.31
H 1.48665 1.27092 -4.58619 0.046 0.010 0.025 0.27
H 1.39265 0.39288 -3.04782 -0.053 -0.016 0.002 0.16
```
Forces are in eV/Å.

Calculated values
HOMO-LUMO gap, hartree: 0.3602
HOMO level, eV: -9.087
LUMO energy, eV: 0.714
E_tot, eV: -57231.6166
M, g/mol: 641.89
SMILES string: CCOCCC(=O)OCc1ccncc1.C1CCOC1.C1CCOC1.C1CCOC1.C1CCOC1.C1CCOC1.C1CCOC1
2S+1: 1